Version w
Computed, not measured: a 2-piece molecular cluster, C5H7Cl overall, with wB97M-V/def2-TZVPD.

Properties
* Kohn-Sham gap (alpha / beta): 8.4 / 6.9 eV
* highest occupied orbital energy (alpha / beta): -0.302 / -0.273 hartree

Geometry (Å):
C -1.293 0.422 0.179
C -3.320 -0.343 -0.433
C 1.093 0.928 -0.115
C 1.111 -0.283 0.723
C -0.056 -0.086 -0.252
Cl -4.472 0.727 0.129
H -1.371 0.898 1.148
H -3.240 -0.347 -1.520
H 0.856 1.876 0.346
H 1.754 1.012 -0.964
H 1.806 -1.075 0.491
H 0.888 -0.176 1.776
H -0.052 -0.688 -1.152

***

Version x
Computed, not measured: one molecule with the formula C5H7Cl, with wB97M-V/def2-TZVPD.

Properties
* Kohn-Sham gap (alpha / beta): 8.4 / 8.1 eV
* highest occupied orbital energy (alpha / beta): -0.288 / -0.282 hartree

Geometry (Å):
C 0.143 0.910 0.372
C 0.055 2.127 -0.051
C -0.100 -0.521 0.498
C -1.220 -0.564 -0.495
C 1.111 -1.360 0.100
Cl -2.818 -0.180 0.014
H -0.637 2.512 -0.794
H 0.709 2.876 0.377
H -0.442 -0.785 1.502
H -1.022 -0.329 -1.527
H 1.448 -1.082 -0.896
H 0.851 -2.414 0.095
H 1.922 -1.192 0.804

***

Version y
Computed, not measured: one molecule with the formula C5H7Cl, with wB97M-V/def2-TZVPD.

Properties
* Kohn-Sham gap: 10.0 eV
* highest occupied orbital energy: -0.339 hartree

Geometry (Å):
C 1.190 0.865 0.502
C 0.250 0.283 -0.198
C -0.044 0.751 -1.605
C -0.518 -0.879 0.413
C -0.837 -1.114 1.691
Cl -1.189 -1.987 -0.822
H 1.821 1.672 0.147
H 1.543 0.406 1.421
H 0.801 1.322 -2.043
H -0.151 -0.139 -2.277
H -0.997 1.362 -1.655
H -0.478 -0.501 2.504
H -1.392 -2.041 1.924

***

Stability ranking, top and bottom: version y is the most stable and version w is the least stable.

***

Version w
Computed, not measured: C6H34NO11 as an isolated structure, with wB97M-V/def2-TZVPD.

Properties
* net charge: -1
* Kohn-Sham gap: 8.5 eV
* highest occupied orbital energy: -0.216 hartree

Geometry (Å):
C -2.485 -1.624 2.191
C -1.435 -0.898 1.369
C -1.990 -0.297 0.047
C -1.276 0.922 -0.527
C -1.518 0.994 -2.033
N -0.335 -1.910 1.173
C 1.124 -1.414 1.499
O 1.747 -0.704 0.440
H -3.268 -2.018 1.527
H -2.867 -0.866 3.031
H -1.992 -2.563 2.735
H -0.953 -0.064 1.866
H -2.088 -1.098 -0.676
H -3.045 -0.094 0.372
H -0.203 0.815 -0.308
H -1.765 1.871 -0.193
H -2.577 0.825 -2.426
H -1.019 1.791 -2.669
H -0.924 0.257 -2.580
H -0.240 -2.162 0.207
H 1.783 -2.359 1.535
H 1.108 -0.760 2.360
H -0.447 3.305 -1.321
H 0.398 2.885 -0.117
O -0.245 3.615 -0.468
H -3.290 -2.219 -0.592
H -3.895 -1.885 -1.841
O -4.190 -2.109 -0.971
H 3.362 0.287 0.399
H 4.395 0.173 1.510
O 4.289 0.341 0.620
H 1.452 0.450 0.736
H 1.880 2.027 1.657
O 1.260 1.707 0.962
H 2.646 -0.663 -1.525
H 4.110 -0.276 -1.646
O 3.370 -0.621 -2.249
H 1.616 -1.344 -3.732
H 0.617 -2.591 -3.702
O 0.605 -1.638 -3.747
H -0.629 0.841 3.944
H -1.711 0.111 4.635
O -0.698 0.238 4.674
H 2.330 2.416 -0.775
H 3.746 2.356 -0.685
O 3.087 2.651 -1.256
H -0.797 2.845 2.063
H -0.129 1.473 2.060
O -0.628 2.036 2.666
H -1.455 -2.821 -3.459
H -1.378 -1.506 -2.996
O -1.966 -2.035 -3.532

***

Version x
Computed, not measured: a 11-piece molecular cluster, C6H34NO11 overall, with wB97M-V/def2-TZVPD.

Properties
* net charge: -1
* Kohn-Sham gap: 8.3 eV
* highest occupied orbital energy: -0.203 hartree

Geometry (Å):
C -2.905 1.928 -0.263
C -1.875 0.766 -0.197
N -0.529 1.306 -0.152
C 1.948 1.418 -2.893
C 1.634 1.620 -1.453
C 0.538 0.647 -0.945
C 1.191 -0.520 -0.149
O 0.253 -1.481 0.220
H -2.910 2.401 -1.236
H -2.831 2.549 0.618
H -3.848 1.391 -0.052
H -2.121 0.195 0.715
H -1.989 0.144 -1.095
H -0.115 1.479 0.760
H 2.280 0.372 -3.129
H 1.129 1.423 -3.621
H 2.812 1.973 -3.284
H 2.525 1.448 -0.852
H 1.342 2.638 -1.186
H -0.087 0.320 -1.802
H 1.952 -0.936 -0.812
H 1.635 -0.045 0.726
H -1.678 -3.811 1.683
H -0.218 -4.131 1.692
O -1.017 -4.221 2.271
H -0.801 -0.389 3.385
H -2.011 -0.219 4.333
O -1.304 0.277 3.899
H -0.527 3.272 -0.589
H -0.065 4.668 -1.131
O -0.838 4.143 -0.928
H -0.081 2.639 3.209
H 1.179 1.938 3.125
O 0.845 2.837 2.992
H 1.964 -0.291 2.637
H 3.373 -0.242 3.404
O 2.741 0.266 2.880
H -0.855 -2.609 -2.347
H -0.695 -1.908 -1.010
O -1.413 -2.152 -1.699
H -2.392 0.713 -3.245
H -2.454 2.174 -3.013
O -2.651 1.531 -3.710
H 1.678 -2.468 -2.782
H 1.279 -3.765 -1.897
O 1.094 -3.236 -2.663
H 0.009 -2.263 2.901
H 0.446 -1.496 1.668
O 0.528 -1.454 2.726
H 1.794 -3.931 1.330
H 0.884 -2.994 0.349
O 1.157 -3.916 0.612

***

Stability ranking, top and bottom: version x is the most stable and version w is the least stable.

***

Version w
Computed, not measured: a 2-piece molecular cluster, C7H14O overall, with wB97M-V/def2-TZVPD.

Properties
* Kohn-Sham gap: 9.2 eV
* highest occupied orbital energy: -0.314 hartree

Geometry (Å):
C -0.199 1.200 2.056
C 0.319 1.404 0.831
C 0.256 2.662 -0.005
C 1.303 0.460 0.143
C 0.623 -0.863 -0.361
C -0.139 -1.699 0.359
C -0.279 -3.151 -0.013
H -0.846 1.889 2.533
H -0.073 0.172 2.316
H 1.255 3.141 0.142
H 0.318 2.528 -1.072
H -0.532 3.247 0.449
H 1.992 0.159 0.930
H 1.678 0.908 -0.762
H 0.962 -1.029 -1.407
H -0.511 -1.384 1.324
H 0.714 -3.556 -0.186
H -1.028 -3.225 -0.772
H -0.683 -3.729 0.837
O -1.595 0.509 -2.061
H -1.438 0.651 -3.008
H -2.096 -0.294 -2.273

***

Version x
Computed, not measured: a 2-piece molecular cluster, C7H14O overall, with wB97M-V/def2-TZVPD.

Properties
* Kohn-Sham gap: 8.7 eV
* highest occupied orbital energy: -0.310 hartree

Geometry (Å):
C 3.063 1.507 -0.937
C 2.043 0.663 -0.196
C 0.755 1.093 0.168
C -0.359 0.345 0.670
C -0.349 -0.960 0.912
C -1.563 -1.661 1.459
C -2.923 -0.971 0.900
H 3.978 1.491 -0.301
H 2.898 2.607 -0.984
H 3.419 1.296 -1.975
H 2.374 -0.343 0.100
H 0.601 2.249 0.224
H -1.280 0.853 0.788
H 0.545 -1.635 0.672
H -1.688 -2.773 1.332
H -1.749 -1.496 2.518
H -2.988 0.071 1.173
H -2.849 -0.970 -0.187
H -3.749 -1.499 1.293
O -0.416 0.057 -2.352
H -0.391 -0.812 -2.027
H 0.201 0.406 -1.669

***

Stability ranking, top and bottom: version x is the most stable and version w is the least stable.

***

Version w
Computed, not measured: one molecule with the formula C7H14O, with wB97M-V/def2-TZVPD.

Properties
* Kohn-Sham gap: 10.0 eV
* highest occupied orbital energy: -0.332 hartree

Geometry (Å):
C -1.222 -1.298 0.627
C -0.076 -0.742 0.275
C 0.263 -0.812 -1.249
C 0.909 -2.207 -1.531
C 0.748 0.103 1.050
C -0.210 1.368 1.389
C -0.901 2.050 0.246
O 0.109 2.722 -0.473
H -1.665 -1.823 -0.215
H -1.611 -1.323 1.637
H -0.735 -0.696 -1.731
H 0.799 0.158 -1.528
H 1.156 -2.325 -2.579
H 0.250 -3.009 -1.366
H 1.864 -2.318 -1.103
H 1.686 0.449 0.614
H 1.376 -0.103 2.154
H 0.415 1.947 1.974
H -1.035 0.933 2.074
H -1.696 2.805 0.370
H -1.249 1.226 -0.608
H 0.825 2.893 -0.027

***

Version x
Computed, not measured: a 2-piece molecular cluster, C7H14O overall, with wB97M-V/def2-TZVPD.

Properties
* Kohn-Sham gap: 10.0 eV
* highest occupied orbital energy: -0.337 hartree

Geometry (Å):
C -0.370 -2.842 0.007
C -0.579 -1.676 0.593
C -0.392 -0.370 -0.149
C 0.259 0.700 0.706
C -0.377 1.232 1.737
C 1.692 1.084 0.400
C 2.687 0.324 1.280
H -0.496 -3.822 0.466
H 0.003 -2.919 -1.013
H -1.058 -1.622 1.564
H 0.212 -0.555 -1.037
H -1.368 -0.019 -0.502
H -1.399 0.922 1.946
H -0.011 2.055 2.338
H 1.922 0.917 -0.653
H 1.763 2.150 0.502
H 3.707 0.565 1.016
H 2.566 0.627 2.317
H 2.565 -0.746 1.116
O -2.610 1.196 -3.523
H -3.560 1.353 -3.649
H -2.156 1.413 -4.338

***

Stability ranking, top and bottom: version x is the most stable and version w is the least stable.

***

Version w
Computed, not measured: a 2-piece molecular cluster, C7H14O overall, with wB97M-V/def2-TZVPD.

Properties
* Kohn-Sham gap: 9.7 eV
* highest occupied orbital energy: -0.332 hartree

Geometry (Å):
C -0.821 -0.870 3.234
C 0.214 -0.903 2.424
C 0.101 -1.325 1.082
C 0.374 -0.645 -0.015
C 0.231 -1.245 -1.359
C 0.999 -0.538 -2.482
C 0.370 0.842 -2.711
H -1.749 -1.285 2.981
H -0.893 -0.363 4.115
H 1.191 -0.423 2.668
H -0.005 -2.529 1.027
H 0.407 0.481 0.128
H 0.395 -2.382 -1.372
H -0.848 -1.123 -1.820
H 2.161 -0.561 -2.186
H 0.838 -1.024 -3.471
H -0.723 0.664 -2.989
H 0.627 1.247 -3.688
H 0.404 1.406 -1.862
O -1.450 3.560 2.336
H -0.807 4.220 2.141
H -1.016 2.794 1.819

***

Version x
Computed, not measured: a 2-piece molecular cluster, C7H14O overall, with wB97M-V/def2-TZVPD.

Properties
* Kohn-Sham gap: 9.9 eV
* highest occupied orbital energy: -0.334 hartree

Geometry (Å):
C -1.259 2.004 1.135
C -0.111 1.338 1.194
C 0.896 1.259 0.093
C 1.085 -0.104 -0.588
C 1.964 -0.151 -1.579
C 0.201 -1.252 -0.186
C 0.673 -1.928 1.117
H -2.065 1.803 1.831
H -1.402 2.751 0.366
H 0.089 0.699 2.047
H 0.582 1.966 -0.672
H 1.882 1.628 0.391
H 2.442 0.742 -1.980
H 2.232 -1.032 -2.149
H -0.780 -0.815 -0.023
H 0.144 -2.021 -0.954
H 1.636 -2.431 1.010
H 0.888 -1.244 1.935
H -0.106 -2.641 1.389
O -3.035 -0.497 -1.221
H -3.123 -0.493 -2.185
H -2.833 0.417 -0.969

***

Version y
Computed, not measured: one molecule with the formula C7H14O, with wB97M-V/def2-TZVPD.

Properties
* Kohn-Sham gap: 10.1 eV
* highest occupied orbital energy: -0.339 hartree

Geometry (Å):
C 0.734 -2.216 2.058
C 0.867 -1.456 0.973
C 1.952 -1.835 0.000
C -0.179 -0.450 0.550
C 0.446 0.764 -0.181
C -0.526 1.916 -0.407
C -1.731 1.483 -1.260
O -2.391 2.687 -1.731
H -0.051 -2.053 2.786
H 1.386 -3.061 2.235
H 1.828 -1.456 -1.015
H 2.964 -1.590 0.331
H 2.027 -2.916 -0.185
H -0.583 -0.079 1.499
H -0.975 -0.860 -0.064
H 0.805 0.468 -1.170
H 1.303 1.090 0.409
H -0.029 2.691 -1.001
H -0.745 2.440 0.527
H -2.451 0.854 -0.739
H -1.341 0.967 -2.141
H -3.312 2.612 -1.475

***

Stability ranking, top and bottom: version y is the most stable and version w is the least stable.